# 1
The following is a DFT calculation (ωB97M-V with the def2-TZVPD basis set) of a structure of composition C33H57BrN2NdO2Si at a distorted geometry.

Last column: Löwdin spin population.
Element x y z (Å)
1 O 0.51856 1.82553 -2.51317  -0.001
2 O 2.03838 -0.06112 -4.58615  0.000
3 C -0.48863 2.06098 -3.61643  0.000
4 C -1.28948 3.30816 -3.35018  0.000
5 H -1.10022 1.14955 -3.62796  0.000
6 H 0.03114 2.09619 -4.58268  0.000
7 H -1.70171 3.30254 -2.32575  0.000
8 H -2.12070 3.37789 -4.06850  0.000
9 H -0.64355 4.19036 -3.47756  0.000
10 C 1.78081 2.63240 -2.58751  0.000
11 C 2.10612 3.10830 -3.97998  0.000
12 H 2.55179 1.95153 -2.19997  0.000
13 H 1.68002 3.48150 -1.90151  0.000
14 H 2.42307 2.27004 -4.61814  0.000
15 H 2.94179 3.81752 -3.92018  0.000
16 H 1.28107 3.64327 -4.46580  0.000
17 C 3.41807 -0.43996 -3.85741  0.000
18 C 1.53507 -0.81746 -5.87278  0.000
19 C 4.49106 0.36173 -4.51634  0.000
20 H 3.51342 -1.52474 -3.95263  0.000
21 H 3.23539 -0.14928 -2.81895  0.000
22 H 4.56859 0.14406 -5.58093  0.000
23 H 5.45287 0.10700 -4.06261  0.000
24 H 4.32861 1.43224 -4.36778  0.000
25 C 2.51967 -0.56845 -6.96861  0.000
26 H 0.56304 -0.34981 -6.03408  0.000
27 H 1.39933 -1.86001 -5.55476  0.000
28 H 2.54164 0.50239 -7.19773  0.000
29 H 2.17594 -1.10453 -7.85605  0.000
30 H 3.51712 -0.93088 -6.71991  0.000
31 H 1.31538 -0.26376 -3.93814  0.000
32 N -1.91471 -0.06708 0.72864  -0.009
33 C -2.30425 -1.09613 1.49078  0.001
34 C -1.49389 -2.22511 1.70568  0.000
35 C -0.09822 -2.32926 1.57706  0.000
36 C -3.68765 -1.11504 2.12436  0.000
37 H -4.49240 -1.09589 1.37322  0.000
38 H -3.84457 -0.27045 2.81198  0.000
39 H -3.80079 -2.03583 2.71165  0.000
40 C 0.53433 -3.61669 2.08709  0.000
41 H 1.15067 -3.45431 2.98622  0.000
42 H 1.15375 -4.11399 1.32954  0.000
43 H -0.25736 -4.31754 2.36854  0.000
44 N 0.67961 -1.33259 1.11643  -0.008
45 C -2.75311 1.09564 0.61865  -0.001
46 C -3.60163 1.23034 -0.50450  0.000
47 C -3.62323 0.18163 -1.57750  0.000
48 C -4.44795 2.33297 -0.57594  0.000
49 H -5.12581 2.41326 -1.43114  0.000
50 C -4.46154 3.28895 0.43372  0.000
51 H -5.12059 4.15524 0.36734  0.000
52 C -3.63140 3.14634 1.54599  0.000
53 H -3.65372 3.85938 2.36787  0.000
54 C -2.78296 2.04474 1.65805  0.000
55 C -1.94052 1.87590 2.88555  0.000
56 C 1.98557 -1.20409 1.66748  0.000
57 C 3.10798 -1.66057 0.94971  0.000
58 C 2.92820 -2.31111 -0.38780  0.000
59 C 4.36782 -1.59922 1.54761  0.000
60 H 5.23079 -1.97219 0.99579  0.000
61 C 4.51745 -1.12279 2.84891  0.000
62 H 5.50459 -1.07175 3.30988  0.000
63 C 3.40312 -0.70511 3.56653  0.000
64 H 3.47713 -0.37230 4.60139  0.000
65 C 2.13696 -0.75069 2.99329  0.000
66 C 0.94824 -0.37403 3.81220  0.000
67 Nd 0.01950 0.36868 -0.68060  3.033
68 H -2.87099 0.37031 -2.36737  0.000
69 H -4.60845 0.19028 -2.07218  0.000
70 H -3.45349 -0.83011 -1.18243  0.000
71 H -2.08061 0.89420 3.36310  0.000
72 H -2.21520 2.64968 3.61910  0.000
73 H -0.87041 2.00227 2.65608  0.000
74 H 3.75324 -2.02834 -1.05445  0.000
75 H 1.98298 -2.04049 -0.88494  0.000
76 H 2.93354 -3.41222 -0.29492  0.000
77 H 0.29657 0.33377 3.28674  0.000
78 H 1.29693 0.09886 4.73923  0.000
79 H 0.35180 -1.25760 4.08391  0.000
80 H -2.00041 -3.10220 2.09917  0.000
81 C 0.09042 -1.29005 -2.68574  -0.007
82 Si -0.71114 -2.96145 -2.83857  0.000
83 H -0.40338 -0.64860 -3.43873  0.000
84 H 1.14252 -1.50059 -2.96163  0.000
85 C -1.79351 -3.12088 -4.38699  0.000
86 C -1.82732 -3.42469 -1.42405  0.000
87 C 0.65150 -4.25246 -2.99787  0.000
88 H 1.55494 -3.85416 -3.48699  0.000
89 H 0.28235 -5.09711 -3.60236  0.000
90 H 0.92352 -4.62831 -1.99927  0.000
91 H -2.62700 -2.40285 -4.36236  0.000
92 H -2.21962 -4.13419 -4.38667  0.000
93 H -1.22861 -2.98453 -5.32147  0.000
94 H -2.49665 -2.60028 -1.13822  0.000
95 H -1.25376 -3.72576 -0.53720  0.000
96 H -2.44659 -4.28201 -1.74278  0.000
97 Br 1.22323 2.22481 0.89324  -0.009

HOMO level (alpha / beta) (eV): -9.715 / -9.731
Charge: +1
Multiplicity: 4
Gap between HOMO and LUMO (alpha / beta) (Ha): 0.273 / 0.273
Energy (eV): -135413.9717
⟨S²⟩: 3.753

# 2
The following is a DFT calculation (ωB97M-V with the def2-TZVPD basis set) of the ion CH7N2Si with charge +1 at a distorted geometry.

Last column: Löwdin charge in e.
Element x y z (Å)
1 C 0.26170 0.60571 -1.19096  0.011
2 N 0.99689 0.30739 0.29323  -0.139
3 N -0.93381 0.19255 -1.43880  0.175
4 Si 0.13027 -0.67423 1.54342  0.638
5 H 0.92948 0.99842 -1.93261  0.130
6 H 1.84568 0.76943 0.54511  0.043
7 H -1.41781 0.26241 -2.37197  0.188
8 H -1.55532 -0.03093 -0.63618  0.126
9 H -1.20392 -0.15651 1.85565  -0.084
10 H -0.14902 -1.81001 0.64274  -0.059
11 H 1.09586 -0.46423 2.69037  -0.029

HOMO level (eV): -14.865
Charge: +1
Gap between HOMO and LUMO (Ha): 0.363
SMILES: [NH2+]=CN[SiH3]
Energy (eV): -11999.7948
Energy above the lowest of the compared OMol25 structures with the same formula, charge and spin (eV): 1.983